Computed, not measured: a structure of composition C13H42AgF3O13V, with ωB97M-V/def2-TZVPD.

ORCA input file:
```
! wB97M-V def2-TZVPD RIJCOSX def2/J DEFGRID3
* xyz 2 2
H 2.09416 -1.00803 -2.26178
H 0.92961 -3.40388 3.63544
H -1.01427 1.38922 2.17558
F -1.07314 -0.69123 -2.02725
H -2.50449 2.40313 4.92571
C -2.49529 1.76011 -3.82120
H -0.63175 -0.22364 1.94504
H -1.73198 -3.34743 -3.72313
H -3.26970 -4.04479 -1.53910
H -3.94117 2.91239 -0.76124
O -4.63584 1.27857 -1.68142
H 0.66085 5.96129 -0.22434
F 0.12799 -1.62863 -0.43643
C -1.18051 1.66835 6.21042
O -2.52360 -3.67885 -3.29291
C -3.93454 1.83143 -0.62136
H 1.17250 -4.18419 1.96923
H 3.90910 -0.62098 5.09400
H 1.85525 4.57895 -1.55820
H -1.83015 1.69777 -2.95992
H -1.44295 -3.76057 -1.61471
V 2.70772 2.02676 0.44460
C 3.16069 -0.93703 -2.47525
H -0.73170 1.69250 -0.46866
H 3.22667 -1.96879 5.97043
C 0.02479 0.90793 -0.45221
O 3.33564 0.02639 -3.55553
H 0.74396 4.74300 1.08487
C -0.15468 0.75636 1.95493
O -1.99850 2.31491 -5.00463
H -4.43169 1.49536 0.28859
H -0.28236 -3.45793 2.27667
C 0.73101 4.89824 0.00606
H 0.86764 -2.45889 -5.35201
H 4.13501 -0.29297 -3.98052
H 1.71206 0.26594 2.95126
O 1.00676 1.42619 -1.30317
H -0.14254 4.38195 -0.39202
H -1.54487 2.39158 6.94000
H 3.75376 -0.60652 -1.62255
C -2.43946 -3.46602 -1.94383
H -3.45103 2.25309 -3.64339
F -1.76007 -0.78263 -0.12950
H 0.95805 1.75376 3.48013
O 2.77834 2.84438 1.76853
O 1.34174 -2.10984 1.99845
O 1.92357 4.41576 -0.61465
H -5.48973 0.90215 -1.45612
H -2.86292 1.63463 -0.58953
H -2.55245 -2.41465 -1.67935
H 1.39145 -3.83899 -4.51652
H -0.29914 2.10839 5.74389
H 3.04488 -2.26443 3.22312
C 0.50479 -3.22237 -4.66387
O 0.60036 1.08445 0.85262
O 3.48027 0.55306 0.59129
H -0.98274 0.65278 6.55335
H 2.26653 -1.15374 4.69616
Ag 2.36059 2.19059 -3.20359
H 0.10480 -2.67561 -3.80996
C 3.26018 -1.49074 4.99143
H 0.24777 0.19605 4.02761
O -2.24628 1.53633 5.24754
C -0.61140 -0.53536 -0.77397
C 0.76619 -3.36218 2.55857
H 3.61615 -1.84727 -2.86528
H -0.48059 -4.61949 -5.69320
H -2.74477 0.72862 -4.06997
O -0.67319 -3.78080 -5.26763
C 0.75506 0.71615 3.21506
H -2.37655 1.90211 -5.78455
O 3.64167 -2.33673 3.97159
H 1.26849 -2.06545 1.04228
*
```

Results
- gap between HOMO and LUMO (alpha / beta) (hartree) = 0.20634 / 0.06181
- ⟨S²⟩ = 0.754
- HOMO (alpha / beta) (Eh) = -0.487 / -0.487

---

Computed, not measured: a structure of composition C13H42N12O7Pb, with ωB97M-V/def2-TZVPD.

ORCA input file:
```
! wB97M-V def2-TZVPD RIJCOSX def2/J DEFGRID3
* xyz 2 1
H 12.55015 14.36455 -27.22816
H 18.79795 11.01203 -34.80979
H 19.58192 11.59684 -36.27608
C 19.38143 7.28060 -39.24540
O 11.53631 13.08036 -29.07201
N 11.58650 14.58259 -27.43777
H 17.76591 7.84413 -36.39347
N 17.24758 1.51586 -32.25408
O 11.04489 11.54834 -35.42894
Pb 13.34903 7.99119 -31.47675
N 9.91775 14.51479 -28.59190
O 15.51584 2.47811 -31.14448
H 9.96136 7.73300 -25.61436
H 8.49277 6.77288 -30.90470
N 8.90026 6.51627 -30.01689
H 9.42259 14.07950 -29.35704
C 8.12248 7.24263 -29.03956
C 16.10909 1.56566 -31.71850
H 11.87999 13.80521 -37.40341
H 20.41967 8.68617 -37.08874
H 8.43350 6.08668 -27.31405
H 17.82178 2.33972 -32.14613
H 19.61459 7.79760 -40.17623
C 19.47835 9.79487 -28.07244
H 21.14420 11.07318 -28.01954
H 20.70288 9.41462 -26.53509
H 14.65181 0.19603 -31.33343
N 15.53640 0.36171 -31.79184
H 11.07543 15.19335 -26.81658
N 17.92270 8.58090 -35.72066
H 9.51026 11.37480 -37.25535
N 11.92589 13.22561 -36.57754
N 10.18909 12.11196 -37.38142
H 8.02549 7.68019 -27.02751
H 19.82181 9.94016 -38.12410
H 11.40316 8.31759 -26.47106
H 8.79158 5.54844 -29.74935
H 11.96260 2.64625 -38.53554
H 17.58859 10.15273 -36.90429
C 12.73181 4.25369 -37.39598
H 6.55392 5.77651 -29.11319
N 20.24575 10.82280 -28.40710
H 13.48669 4.27589 -39.24663
H 18.66840 8.24060 -35.13054
C 8.64116 7.08422 -27.70120
H 6.14025 7.23338 -28.19961
N 12.12852 3.10901 -37.65326
H 20.35893 7.04334 -38.82551
C 11.10349 12.25132 -36.45735
H 10.07342 12.62470 -38.24387
C 19.35282 10.70312 -35.69568
C 6.65686 6.86125 -29.08433
C 10.61676 7.56283 -26.46853
H 10.92244 6.53452 -26.27557
H 16.19081 -0.36560 -32.04261
H 19.96161 11.41047 -29.17780
O 18.75293 8.11139 -38.18253
H 17.52863 0.71995 -32.80873
C 11.05060 13.99986 -28.39784
N 13.52100 4.73048 -38.34537
N 20.13709 8.99369 -27.25815
H 19.74609 8.06604 -27.17635
H 11.88000 2.61174 -36.81002
H 14.20136 5.47657 -38.32128
H 18.71581 6.41912 -39.29926
H 6.09261 7.28204 -29.91660
H 9.71720 15.30209 -27.99187
H 8.27271 8.30586 -29.22679
O 12.87052 4.68704 -36.26950
H 20.28299 10.30246 -35.29278
C 19.50124 9.10925 -37.49568
H 12.46731 13.34509 -35.73333
O 9.99133 7.57908 -27.75228
O 18.33760 9.58149 -28.56441
C 18.46343 9.68284 -36.45492
*
```

Results
- gap between HOMO and LUMO (hartree) = 0.08484
- energy relative to the best compared isomer or geometry (same formula, charge and spin) (eV) = 14.4102
- HOMO (Eh) = -0.473

---

Computed, not measured: a cluster of 8 separate species, C13H42N6O8 in total, with ωB97M-V/def2-TZVPD.

ORCA input file:
```
! wB97M-V def2-TZVPD RIJCOSX def2/J DEFGRID3
* xyz 0 1
C 2.27170 2.28511 -3.51684
C -2.25848 -3.11281 -1.51655
H -2.65518 -2.33864 -2.18963
H 0.29771 -0.89668 2.27525
C 3.95763 3.05839 -0.14836
H -2.99507 -4.09076 0.26459
H 3.53139 -0.68917 -3.50462
C -2.88006 -3.07920 -0.12371
H -2.23524 -0.62314 -5.65734
O 1.52323 0.77088 0.84845
H -2.59184 2.77028 -3.46295
C 3.39667 1.28138 -3.40530
H 0.16350 -1.29045 -1.05826
H -1.62519 1.98230 -0.43693
H -3.32674 -2.81655 5.14150
H 0.67336 1.34900 7.22169
H -1.09507 1.82128 -3.05569
H -0.36515 -2.48368 4.05201
C 0.18386 1.53489 5.31304
H 1.71897 2.32330 -2.57920
H -2.44565 -2.29834 -5.22385
H -0.25234 -1.84727 0.91472
N 0.05353 -0.37954 -4.64272
H -2.73310 -3.40459 6.65393
O 0.78633 0.84541 6.41517
C 0.96562 -0.25922 0.44438
C 1.08746 1.48738 4.10903
H -2.63885 -4.02235 -2.00310
N 2.60138 3.04492 -0.35587
H 0.97751 -0.39520 -4.23189
H -3.87421 -2.63145 -0.09469
C -2.77695 -2.50959 6.03024
H -2.61687 0.21557 -1.74390
H -0.28756 0.45422 -5.07919
O 2.85977 -0.05970 -3.22700
H -0.49784 -2.94276 -2.32109
O -0.85295 -2.97640 -1.41032
N 0.93232 -0.65142 -0.86205
H 4.01535 1.34548 -4.30568
C -2.83388 1.28731 -1.87344
O -0.33013 -2.52845 -3.98443
H 2.03652 2.31843 0.08527
O -1.15681 -1.99670 4.29031
H 2.10199 1.76220 4.40381
H 1.09304 0.50200 3.65162
H -2.25332 -2.50997 0.55559
H -3.92551 1.29080 -1.93756
H 0.79544 2.22526 3.36063
H 2.20316 3.78017 -0.90438
H -0.64881 -2.67037 6.23066
H 4.05330 1.44039 -2.54683
H -0.81590 1.17820 5.03444
H 1.53439 -0.10638 -1.45600
C -1.36192 -2.03150 5.69656
N 4.39398 2.01798 0.63189
H 5.32999 1.96248 0.97585
N 0.26881 -1.07589 1.28973
H 1.61931 1.99814 -4.33556
H -1.12593 -1.06182 6.14748
H -3.35886 -1.75042 6.55081
O -2.53140 2.07835 -0.74691
C -0.68560 -1.51845 -4.58748
C -2.18150 1.81773 -3.13009
H 0.02129 2.55631 5.68004
H 3.70354 1.32130 0.86296
H 2.70057 3.26319 -3.72943
O 4.65896 3.99117 -0.52663
N -1.88915 -1.46479 -5.24034
H -2.40853 1.15243 -3.97586
*
```

Results
- gap between HOMO and LUMO (hartree) = 0.35187
- energy relative to the best compared isomer or geometry (same formula, charge and spin) (eV) = 0.0000
- SMILES = NC(N)=O.NC(N)=O.NC(N)=O.CCO.CCO.CCO.CCO.CCO
- HOMO (Eh) = -0.337

---

Computed, not measured: a cluster of 8 separate species, C13H42O13 in total, with ωB97M-V/def2-TZVPD.

ORCA input file:
```
! wB97M-V def2-TZVPD RIJCOSX def2/J DEFGRID3
* xyz 0 1
H 1.55490 2.93979 -1.82003
H 2.00343 -0.88825 -3.43363
C 0.99870 -0.52297 -3.67423
H -1.33511 -1.43824 3.72700
C 3.09815 -5.26758 -0.93670
C 1.15369 0.09580 0.63601
H 2.45118 -3.30985 -1.57354
C 2.40528 -3.94155 -0.68416
C -2.86468 -0.79141 -1.52150
O 1.12094 -1.01693 -0.27716
H 4.16341 -5.02246 -0.95535
C -4.37815 4.45301 0.88057
H -5.13489 4.46409 1.67565
H -3.61356 6.26028 1.15694
H 0.74920 0.33923 5.02967
H -2.52553 1.93894 1.55446
C 0.69967 0.13133 6.10196
H 1.01422 0.28152 -1.86009
H -0.92651 -1.18257 -4.17050
H 0.36906 -2.23087 -4.91995
O 0.92249 3.29961 -3.73890
H -1.41826 0.43440 0.37220
O -3.21353 2.54656 1.86524
O 2.89097 -6.16021 0.18289
O 3.59761 4.30212 -1.49022
H -2.89878 -0.77727 3.06030
H 1.64377 -1.69221 0.16970
H 1.25149 -0.04675 -4.63630
H -1.91562 -3.38830 2.98332
O -2.00648 0.35274 -1.39484
O 0.54571 0.36147 -2.69944
H -0.19966 -1.03278 1.90239
H -4.88908 4.80970 -0.02404
H -3.82009 -0.42919 -1.92162
H 3.65346 -6.74696 0.15596
O -1.14952 0.68741 1.27203
C 0.05117 -1.66170 -4.05094
H 1.24428 0.95099 6.57629
H 2.14115 0.13148 1.09979
H 3.50508 -4.09519 0.84307
H 0.65544 2.42398 -4.02653
H 1.34008 -4.02063 -0.44365
C 1.97755 3.18594 -2.79863
O 0.14263 -2.66746 -3.01721
H -3.09495 -1.15570 -0.52134
O -3.31359 5.35710 1.05530
H 0.15407 -2.20347 -2.16782
H -1.39445 0.35279 -2.13976
H 1.24133 -1.70788 6.82495
H -2.44765 -1.47476 -2.26019
H 3.37664 4.79455 -3.47239
O -2.55273 -2.74494 2.65788
H 0.31702 0.51663 2.58386
H 4.51713 4.23597 -1.74997
C -2.39348 -1.61499 3.53684
H 1.01010 0.99785 0.03636
C 0.02322 0.01036 1.66325
H -3.28999 2.95419 -0.16658
H 2.05681 5.32417 -2.41215
O 3.02791 -3.34075 0.47444
H -0.33617 -0.01111 6.40120
C -3.92155 3.00290 0.72498
H 2.76752 -5.73941 -1.86033
C 2.75595 4.51689 -2.62102
O 1.59201 -0.94635 6.36476
H -4.79655 2.36757 0.56682
H -2.95016 -1.89916 4.43674
H 2.59632 2.34853 -3.13212
*
```

Results
- gap between HOMO and LUMO (hartree) = 0.36311
- energy relative to the best compared isomer or geometry (same formula, charge and spin) (eV) = 1.1211
- SMILES = OCCO.OCCO.OCCO.OCCO.OCCO.CO.CO.CO
- HOMO (Eh) = -0.348

---

Computed, not measured: a cluster of 11 separate species, C13H43N22O12S in total, with ωB97M-V/def2-TZVPD.

ORCA input file:
```
! wB97M-V def2-TZVPD RIJCOSX def2/J DEFGRID3
* xyz -1 1
H -0.59395 10.27223 -1.27977
N -1.03641 7.50510 -2.83966
H 5.72828 -0.17874 2.60290
H -1.89030 -0.79086 8.96858
C -0.23914 4.15108 -2.85532
H 7.34797 2.36848 0.77277
H -1.37791 8.83560 -0.71935
H 0.16251 0.61184 0.09506
H -9.93197 -5.39625 7.70510
O 2.71563 2.43447 -0.47621
O 0.79728 -2.85863 0.58988
H 1.73886 2.78314 -8.80407
H 3.03130 1.02659 -7.95615
N 3.20325 1.57509 -7.13672
H 1.62724 8.40481 -6.75079
H 6.93995 1.69087 -0.76469
N -5.18995 -5.46037 5.37503
N 1.57029 7.46987 -7.10799
N -0.89521 9.33110 -1.44382
H 1.52805 4.23844 -7.86571
H 0.25784 2.33852 -0.04233
N 0.70886 1.44077 -0.05641
H -2.77378 -3.58171 4.41510
N 5.04700 -5.16315 -0.16761
O 0.34928 5.60829 -7.57007
C 0.41248 6.75807 -7.14767
N 1.92655 3.30817 -7.97221
H -6.01955 -5.89220 5.02545
H 1.26332 3.06890 -2.03847
C -1.54239 -4.74870 -0.03614
O -3.07047 -3.56717 7.97651
N 6.21560 0.57924 2.16171
H -4.20912 -0.91197 9.29126
H -9.30178 -4.17937 4.45540
C -4.45551 -4.70934 4.50370
N -0.67744 7.41893 -6.66829
H 6.06312 -5.76575 -2.40137
S -2.75408 -4.39664 0.91581
H 4.60521 -5.02154 0.72595
C 6.24276 0.59143 0.79540
H 1.50631 3.42243 -3.72271
H -1.50295 5.21170 -4.04727
H 0.43212 -6.16492 1.34351
N -0.63108 4.72147 -4.04069
N 0.74337 -6.33436 0.39111
O -4.78652 -4.55521 3.33427
H -0.83514 7.07242 -3.72038
H -1.06207 -2.13390 8.26063
C -3.06025 -2.44643 8.45427
H 5.33907 -4.36337 -0.69440
H -5.05665 -2.34324 8.81411
C 2.05671 1.40694 -0.28930
H -3.05749 -4.25784 5.98874
H -4.94643 -5.58842 6.33822
N 6.90963 1.64647 0.23587
H -1.55123 6.92700 -6.67534
N -1.91426 -1.71391 8.58160
H -0.64298 8.35667 -6.30953
H 2.40134 7.02052 -7.44491
H 6.64487 1.28406 2.72801
O 2.53177 -4.20693 0.87918
H 1.32832 -5.24671 -1.23461
N -9.83922 -5.03290 6.77611
N -8.50649 -4.51933 4.95968
H -0.08934 4.66420 -4.88629
O -0.92876 4.24588 -1.84256
C -0.61019 8.78368 -2.66428
O 4.81890 -7.41483 0.01834
O -7.60358 -5.43369 6.82698
C -8.58192 -5.02458 6.22766
C 5.18036 -6.43468 -0.61589
H 3.76893 1.19549 -6.40104
O 2.91871 3.47955 -5.93840
H -7.59962 -4.48418 4.52360
N 2.60196 0.17085 -0.30000
N -3.33653 -4.14113 5.02965
C 1.39439 -3.93228 0.44454
H 2.06748 -0.67434 -0.14540
H 1.73473 -6.52778 0.50075
O -0.01431 9.40456 -3.53748
H 3.59212 0.09966 -0.46616
N -4.19733 -1.83278 8.89854
H -1.52776 6.97981 -2.13790
H 5.87443 -7.47587 -2.22924
N -0.65059 -4.72694 -0.84944
H -10.65187 -4.69877 6.29585
N 5.76131 -6.55202 -1.86052
C 2.69408 2.83367 -6.95362
C 0.71157 -5.07642 -0.35414
O 5.70778 -0.27507 0.12852
N 0.94071 3.49714 -2.89304
*
```

Results
- gap between HOMO and LUMO (hartree) = 0.24393
- energy relative to the best compared isomer or geometry (same formula, charge and spin) (eV) = 0.0000
- HOMO (Eh) = -0.173

---

Computed, not measured: a cluster of 8 separate species, C13H43NO9 in total, with ωB97M-V/def2-TZVPD.

ORCA input file:
```
! wB97M-V def2-TZVPD RIJCOSX def2/J DEFGRID3
* xyz 0 1
H -1.92874 1.96459 1.22134
H -0.74066 -3.05893 -0.49340
O 0.06339 4.22735 0.14715
H 2.73528 2.44211 1.65233
H -2.56655 -1.73723 -1.92001
O 3.24262 -2.75141 2.66294
N 2.89680 -3.56589 -0.04239
C 2.49906 -3.68473 -1.39851
C 4.30528 -2.57303 1.70100
H -1.29755 0.83432 -3.13278
H -4.75415 1.68174 -1.06906
H -3.00812 1.21764 -0.92174
H 2.22052 -5.79792 -1.07867
O -4.00490 0.15538 -2.31374
H 2.73348 1.95814 3.35042
H -0.58669 0.05387 0.16553
C -4.02854 0.88178 -1.03895
O -2.63984 4.26409 0.17628
O -1.20830 1.44801 1.59995
H -1.15727 2.64481 -4.14953
O -1.18729 1.51882 -2.48852
H 2.97733 -1.45589 0.42077
H -0.84053 3.53725 -2.55977
C 1.72006 -4.94523 -1.57662
H -1.28471 -5.21033 -0.41489
H -3.16689 -2.95578 -0.77725
H 4.46277 -2.17580 -0.40140
H -2.27669 6.04104 1.17669
H -1.69708 4.20519 0.20830
H -2.51324 3.04473 -3.00210
H -4.15041 0.11164 -0.24520
H -3.91691 5.46937 1.14506
H -0.04011 6.26376 0.55628
H 2.42347 -0.85477 2.30978
H 0.69883 5.80459 -0.96017
H 5.08887 -1.86146 2.05564
O -1.22176 -2.25420 -0.61727
H 1.70950 -5.27537 -2.65041
O 0.37039 -4.70688 -1.16542
H 3.35785 -0.95113 3.75528
H -0.68177 -6.34543 -1.62177
H -2.01022 -3.39900 -2.12539
H -0.85432 -0.54705 1.87280
H 1.86828 -2.79563 -1.69415
H 2.56065 3.71104 2.95386
H 0.03878 3.83824 1.07231
C 3.63282 -2.38091 0.34531
C 2.69381 -1.55251 3.12611
H 0.46539 1.86001 2.20099
H -3.18324 6.24561 -0.30231
C 2.27873 2.68646 2.59941
H -4.92367 -0.00571 -2.60568
C -3.00609 5.57820 0.56206
C 0.66146 5.53509 0.07472
H 2.11848 -3.73174 0.56938
H 1.64418 5.60770 0.58703
H 1.82578 -1.70963 3.64934
H -0.05322 -6.29979 0.09419
C -1.43138 2.79578 -3.09070
O 0.88023 2.65823 2.50823
C -0.46027 -5.75919 -0.78376
H 4.87427 -3.48121 1.65061
C -2.31620 -2.61906 -1.37511
C -1.17536 0.11079 1.04303
H 3.41955 -3.68362 -1.96849
H -2.15524 -0.27092 0.77105
*
```

Results
- gap between HOMO and LUMO (hartree) = 0.34466
- energy relative to the best compared isomer or geometry (same formula, charge and spin) (eV) = 3.3538
- SMILES = COCCNCCOC.CO.CO.CO.CO.CO.CO.CO
- HOMO (Eh) = -0.315